[1]
# C28H47BIrN7O4S4Si

A molecular structure, C28H47BIrN7O4S4Si (ωB97M-V/def2-TZVPD, the OMol25 dataset).

As for the spin multiplicity: 6. For the lowest unoccupied orbital energy (spin up / spin down), the calculation gives -3.551 / -5.409 eV. The HOMO-LUMO gap (spin up / spin down) is 6.16 / 5.48 eV. The net charge is +1.

Each line ends with the Mulliken spin population.
CARTESIAN COORDINATES (ANGSTROEM)
H  -4.1118  3.4982  2.9974  0.0001
H  -3.2413  3.6282  1.4694  0.0001
H  3.8009  4.6097  -0.9532  -0.0061
H  1.0922  -3.0806  3.8250  -0.0008
C  3.4250  -1.4320  0.6547  0.0503
C  -3.2677  3.1068  2.4270  0.0003
H  3.6715  -4.1152  1.0035  0.0012
S  4.8201  3.1716  0.7059  0.0081
H  1.4741  0.6727  4.1794  -0.0011
N  0.7428  3.2358  -3.4913  0.0020
H  4.0098  -2.0183  -4.5766  -0.0054
C  -0.0608  -1.1920  5.4185  0.0007
H  -1.7141  -1.3934  -1.0032  0.0046
C  0.9763  0.4271  -5.7781  0.0497
C  1.4094  -0.8526  -5.5620  0.1143
H  -0.2518  5.6663  -1.5341  0.0007
H  4.8236  5.4468  0.2313  0.0015
C  -2.8394  -2.3930  0.5635  -0.0101
N  4.0411  0.7412  0.6567  0.0321
H  2.3745  -5.8587  -0.2272  0.0000
H  1.1694  -1.7743  -6.0652  0.0098
H  -1.6413  4.2128  -0.1465  0.0000
C  0.3349  -2.4815  3.3133  0.0000
C  -0.0012  4.7729  -2.0807  0.0092
H  0.6746  3.0865  -5.7533  0.0004
H  -4.5919  -3.5935  0.1682  0.0002
C  2.6273  -2.5063  0.0527  0.0391
H  -3.3372  -0.7396  -0.7502  0.0015
H  -0.9944  -1.7360  5.5728  0.0001
N  3.1736  -0.2349  0.2871  0.0393
H  -3.1321  -2.2922  -1.5770  -0.0003
N  -0.4554  3.5347  -1.6961  0.0142
H  -4.9558  -1.9583  0.7381  -0.0001
S  3.4182  1.0460  -2.8840  0.6661
H  -3.7562  -0.1609  3.4438  0.0000
B  1.4185  2.7952  -4.8528  0.0242
S  -0.3409  0.9122  -2.3920  0.2518
H  0.7400  -1.7140  5.9470  0.0001
N  1.6159  1.2485  -4.9119  0.0682
H  1.2620  5.2881  -3.8193  0.0008
N  2.2997  -0.7983  -4.5344  0.0476
H  0.6039  -2.4191  2.2534  -0.0098
N  1.6751  -2.1260  -0.8167  0.0274
C  -2.7485  -1.6601  -0.7727  0.0005
C  2.4387  0.5036  -4.1442  -0.0785
C  2.1795  -4.8070  -0.3970  -0.0016
H  -0.8830  -3.2948  0.6020  -0.0092
H  0.2528  0.8092  -6.4788  0.0023
C  3.0767  -1.9219  -4.0252  0.0046
Si  -1.4239  -0.2864  1.8437  -0.0979
H  3.2968  -1.7480  -2.9759  -0.0009
H  2.3952  -0.8402  4.1393  0.0001
H  -2.8838  1.1418  4.2747  -0.0002
C  -1.2774  3.2622  -0.5245  0.0054
H  0.2215  -2.6871  -2.1543  -0.0082
O  -2.1608  1.1482  1.6497  -0.0533
H  -2.3487  3.3225  2.9767  -0.0001
Ir  1.1186  0.1415  -0.5641  2.7859
H  -4.2893  1.7274  0.2542  0.0005
C  0.0154  2.6081  -2.5596  -0.0176
C  0.7404  4.5819  -3.1948  0.0015
H  2.4912  -2.8313  -4.1377  0.0023
H  4.2605  -1.6558  1.3108  -0.0012
C  0.2512  -1.0907  3.9339  -0.0120
H  -5.4701  1.7255  1.5742  0.0000
S  2.1271  2.3619  -0.3879  0.3159
C  -1.9281  -3.6130  0.5831  0.0042
H  1.7183  -0.1664  2.6402  -0.0243
H  -4.3526  -3.1774  1.8749  0.0000
O  -2.4345  -1.5361  1.6360  0.0100
C  1.5414  -0.3102  3.7088  0.0246
C  4.0557  4.6842  0.1023  0.0197
H  2.4901  3.3355  -4.9193  0.0049
C  -4.5242  1.2998  1.2319  -0.0007
H  -0.6276  -2.9925  3.3952  -0.0003
H  -2.0947  -4.2362  -0.3003  -0.0005
H  -4.6533  0.2212  1.1223  0.0000
C  0.9878  -3.0510  -1.4777  0.0077
H  -2.1154  -4.2189  1.4732  0.0001
C  1.2142  -4.4081  -1.3037  0.0087
H  -0.1675  -0.1942  5.8463  -0.0001
H  -0.7039  2.7590  0.2509  -0.0018
H  -4.6251  1.2854  3.9712  -0.0001
C  3.6422  1.9421  0.3474  0.0076
C  -4.2748  -2.8035  0.8530  -0.0001
C  -3.4136  1.6058  2.2252  -0.0022
H  0.6275  -5.1269  -1.8591  0.0010
H  3.1804  4.9548  0.6894  -0.0019
C  -3.6804  0.9235  3.5616  0.0001
O  -0.1828  -0.3558  0.7552  0.6738
H  -2.1128  2.6243  -0.7965  -0.0032
C  2.9013  -3.8417  0.2929  0.0143
O  -0.8285  -0.3447  3.3501  -0.0119

***

[2]
# C28H47BrN6O2OsSSbSi3

A molecular structure, C28H47BrN6O2OsSSbSi3 in a non-equilibrium geometry (ωB97M-V/def2-TZVPD, the OMol25 dataset).

For the lowest unoccupied orbital energy (spin up / spin down), the calculation gives -10.974 / -11.093 eV. The HOMO-LUMO gap (spin up / spin down) is 4.31 / 4.19 eV. The net charge is +3.

Each line ends with the Löwdin charge.
CARTESIAN COORDINATES (ANGSTROEM)
C  0.9360  -3.2344  6.1508  -0.0016
C  -3.2331  -0.1579  -2.1219  -0.1918
H  1.2273  -6.5585  4.1993  0.1216
H  4.2957  3.4602  -2.6521  0.1030
N  5.9743  1.2400  -1.1462  0.1871
C  4.7750  3.3401  -1.6788  0.0303
C  1.3035  -4.4273  4.0682  -0.0312
H  2.1134  3.1266  1.2406  -0.0093
Br  1.7202  0.1813  2.3170  0.8620
H  -4.1305  0.1279  -1.5693  0.0404
C  -2.6397  -4.0460  -3.5393  -0.0572
H  2.1626  4.8843  1.0821  0.0513
C  0.7134  -4.4331  6.7963  -0.0307
H  -1.9493  4.6384  1.0759  0.0155
H  2.1972  2.2348  -0.9022  0.0460
H  6.2994  -0.7312  -0.6494  0.1933
H  -1.6584  -0.9895  2.3259  -0.0004
N  2.4086  1.2752  -1.1841  -0.0036
Si  0.1624  4.0161  -0.0904  0.3439
O  0.9364  -2.1238  -4.3926  0.0776
H  0.0345  0.8001  -3.5203  -0.0062
C  -0.9418  1.1706  -3.8383  -0.1910
C  -1.3053  5.0789  0.3145  -0.1904
H  1.6619  -1.1226  4.8222  0.1258
H  1.2327  -1.5621  -3.6715  0.0692
C  -1.0031  -3.2398  -5.1141  0.0186
H  -1.6176  3.2844  3.0995  0.0313
H  4.2200  3.9049  -0.9267  0.0883
N  0.3828  -1.9119  0.6224  -0.2571
Si  -2.4233  1.3168  1.8299  0.3531
C  -0.2454  -2.7291  -4.0687  -0.2581
N  5.5932  -0.0250  -0.8170  0.0967
C  -1.6582  2.2075  3.2736  -0.2044
C  -3.1337  2.9038  -2.5212  -0.1976
H  0.0185  -3.2660  2.1298  0.1521
H  -4.5188  1.5170  0.5102  0.0333
H  -3.0702  -1.0073  1.2507  0.0376
C  1.1906  -3.2089  4.7665  -0.2181
H  0.8947  -2.3042  6.7046  0.1263
Si  -2.1602  1.3226  -2.4308  0.3869
H  0.6390  -6.5658  6.5951  0.1267
H  -0.6519  1.8605  3.5114  0.0047
H  -0.8087  2.1330  -4.3352  0.0429
C  0.8557  4.4150  -1.7872  -0.1991
H  -0.6346  -3.1238  -6.1246  0.1348
C  1.1069  -5.6217  4.7255  -0.0391
H  -3.2655  -0.6735  2.9745  0.0575
H  2.1729  1.2125  -2.1781  0.1371
C  0.5020  -2.3384  1.8393  -0.1701
H  0.2731  3.9699  -2.5961  0.0260
C  1.1643  -1.5919  2.8472  -0.5314
H  1.0533  4.1300  2.2212  0.0438
S  3.3119  -1.5338  -0.3923  0.7554
H  -2.4921  3.7799  -2.6338  0.0294
H  -3.8654  3.1217  0.8752  0.0250
Sb  -0.7801  1.5932  -0.2028  0.9302
C  0.7918  -5.6246  6.0839  -0.0150
H  -2.2830  2.0479  4.1570  0.0553
H  1.9038  4.1358  -1.9175  0.0026
H  0.4979  -4.4477  7.8555  0.1255
O  0.5424  -0.9867  -1.7712  -0.3723
H  -2.7169  -0.9367  -1.5663  0.0061
C  -2.1897  -3.8979  -4.8479  -0.0333
H  -3.7828  3.0517  -1.6575  0.0295
H  -2.7688  -4.3022  -5.6671  0.1240
C  -0.6905  -2.8628  -2.7490  -0.1256
C  1.4956  4.0302  1.2280  -0.2092
N  -0.3693  -2.5892  -0.3109  0.0596
H  1.1803  -2.8951  -1.7165  0.1448
N  3.8027  1.0608  -1.0633  -0.0533
H  -3.5631  -4.5688  -3.3345  0.1176
H  -1.9103  5.2922  -0.5675  0.0438
H  -3.5470  -0.5935  -3.0744  0.0563
H  0.8211  5.4996  -1.9277  0.0608
C  -4.0055  2.1137  1.2661  -0.2004
C  -1.8926  -3.5264  -2.5008  -0.0476
C  0.2034  -2.3769  -1.6507  -0.3527
H  -0.4685  -3.5752  -0.0795  0.1604
H  -2.2558  -3.6369  -1.4865  0.1102
C  4.2807  -0.1692  -0.7595  -0.6574
H  1.6345  -4.4361  3.0366  0.1120
C  4.8794  1.9120  -1.3079  -0.2695
C  1.3584  -1.9251  4.1539  -0.0373
H  -1.3137  0.4607  -4.5820  0.0527
H  5.7817  3.7474  -1.7402  0.1128
H  -0.9446  6.0339  0.7086  0.0601
C  -2.6147  -0.5127  2.1104  -0.1935
Os  1.2443  -0.2936  -0.1288  0.8976
H  -4.6728  2.1928  2.1304  0.0581
H  -3.7747  2.8588  -3.4077  0.0611

***

[3]
# C28H47BrNOP3Ru

A molecular structure, C28H47BrNOP3Ru in a non-equilibrium geometry (ωB97M-V/def2-TZVPD, the OMol25 dataset).

As for the spin multiplicity: 5. For the lowest unoccupied orbital energy (spin up / spin down), the calculation gives -12.623 / -14.150 eV. The HOMO-LUMO gap (spin up / spin down) is 6.48 / 5.21 eV. The net charge is +4.

Each line ends with the Mulliken spin population.
CARTESIAN COORDINATES (ANGSTROEM)
H  1.9396  3.7825  -0.8367  -0.0042
H  3.6992  1.5632  -3.4184  -0.0061
C  9.0029  -6.4625  0.0208  0.2799
H  2.3397  -0.1573  -2.6442  0.0257
H  4.2205  3.9965  -4.2809  -0.0028
C  5.7247  -4.6426  0.2796  0.1415
C  -1.7373  -2.0496  -4.2004  0.0000
H  -3.6449  -3.1416  1.6082  0.0000
P  -0.1070  -0.4168  -2.4544  -0.0220
H  0.2671  -3.1387  -0.1633  -0.0034
C  -1.0779  1.3016  -4.5422  0.0071
H  1.9597  -2.5105  -3.3763  0.0000
H  -0.2240  -2.7770  -2.8153  0.0006
C  3.2226  3.5473  -4.1854  0.0303
H  -1.6580  -2.1335  -2.0152  -0.0017
H  1.2538  -1.8858  -4.9205  0.0010
C  -2.6520  -0.3537  2.3736  0.0014
H  9.9904  -6.3394  -0.4127  0.0061
C  5.1478  1.7673  -0.9846  0.0994
C  3.7157  -2.9291  0.1714  0.0934
C  2.9248  3.5982  -0.3754  0.0774
C  1.5116  -1.3844  0.1246  -0.1064
H  -2.3800  0.7003  2.2393  -0.0007
H  4.2327  4.5170  1.0685  -0.0010
H  -3.6879  -0.4343  2.7253  0.0002
H  2.1777  2.2380  -2.7548  0.0136
H  5.5875  -7.1018  1.6352  0.0001
C  1.5052  -0.3704  -3.3893  -0.0048
P  -2.4469  -1.2068  0.8014  -0.0015
H  6.5504  1.5766  -2.6528  -0.0002
C  3.2057  2.4893  -3.0730  0.0844
C  3.8803  -1.5913  0.4749  -0.0113
H  7.4486  -8.7444  1.7544  0.0061
H  -3.6603  0.3289  -0.5331  0.0003
C  6.5360  -6.8713  1.1553  0.2630
C  -3.8243  -0.7118  -0.2381  -0.0007
C  3.4362  4.8283  0.3840  0.0224
H  -3.8590  -1.3451  -1.1289  -0.0002
C  1.2769  -2.7466  -0.0097  0.0634
H  2.8001  2.7468  0.3199  0.0442
H  1.4583  0.4976  -4.0593  -0.0104
H  -4.7570  -0.8012  0.3205  0.0002
C  -1.2461  0.8790  -3.0748  0.0085
H  -1.1015  1.7362  -2.3919  -0.0033
C  8.0370  -5.4579  -0.1217  0.2484
C  6.5543  1.8947  -1.6022  0.0251
H  8.2856  -4.5536  -0.6645  -0.0004
H  -2.5593  -1.3218  -4.2656  0.0000
H  -1.0791  -1.9152  -5.0711  -0.0005
Ru  1.4762  0.1301  -0.9946  1.5347
H  -2.1853  -3.0505  -4.2879  -0.0008
O  -1.1466  -0.9035  0.1073  0.0269
C  1.9230  -1.6662  -4.0803  0.0047
H  -0.0648  1.6522  -4.7648  0.0008
H  -2.2786  0.5111  -2.8980  0.0084
H  5.2002  1.8714  0.1126  -0.0120
H  2.9592  3.0988  -5.1492  0.0029
Br  0.5309  1.5787  0.7117  0.2330
H  4.8503  -1.1713  0.7200  -0.0015
H  2.4025  -4.5778  -0.3243  -0.0005
H  -2.5696  -3.5502  0.2357  0.0002
H  -1.8794  -3.2932  1.8707  -0.0001
H  4.6794  0.7933  -1.2041  0.0156
H  3.8302  5.5747  -0.3137  -0.0011
H  -1.9776  -0.8163  3.1050  0.0003
H  -1.7598  2.1386  -4.7380  0.0033
C  2.4561  -3.5039  -0.0875  -0.0315
H  2.6293  5.2732  0.9719  0.0021
H  7.2758  1.2773  -1.0549  0.0021
C  4.8393  -3.8034  0.1908  -0.0545
H  6.8996  2.9372  -1.5661  -0.0051
C  7.5793  -7.8020  1.2308  0.2826
C  -2.6567  -2.9747  1.1650  -0.0006
C  6.7569  -5.6598  0.4446  -0.0641
P  4.1039  3.1051  -1.6376  0.6052
C  2.7349  -0.7587  0.5327  0.1678
N  8.7724  -7.5967  0.6768  -0.0518
H  -1.3405  0.4971  -5.2404  -0.0003
H  2.5077  4.3484  -3.9668  -0.0018
H  2.9351  -1.4988  -4.4721  0.0014
H  2.7576  0.1855  1.0997  -0.0203
C  -0.9706  -1.9695  -2.8633  -0.0081

***

Per-record energy relative to the best compared isomer or geometry (same formula, charge and spin), kJ/mol: 0.0, 126.5, 177.3
Per-record calculated total energy, Ha: -3790.81244, -5744.87788, -4916.37531